No. 1
ORCA calculation (ωB97M-V/def2-TZVPD) on 20 unconnected molecules or ions with the total composition C40H120O40 at a distorted geometry.

For the max |F|, the calculation gives 4.0 eV/Å. For the LUMO energy, the calculation gives 0.081 eV. As for the energy above the lowest of the compared OMol25 structures with the same formula, charge and spin: 400.3 kJ/mol.

Structure (ORCA input):
```
! wB97M-V def2-TZVPD RIJCOSX def2/J DEFGRID3
* xyz 0 1
O 3.95 5.67 0.02
O 5.98 1.38 2.35
O -0.65 6.11 -0.24
O 6.04 3.70 3.76
O -2.58 -1.97 5.70
O 1.90 2.96 -2.84
O 0.62 -2.47 2.86
O -0.40 1.32 -5.22
O -1.56 -0.35 1.11
O 6.35 1.53 -6.73
O 4.10 2.92 1.17
O -0.22 -0.59 5.12
O 5.10 -1.34 1.52
O -4.73 3.71 -5.04
O -5.40 0.64 3.02
O -5.87 -5.18 -1.81
O -5.97 -2.20 -1.07
O -3.98 -4.02 0.03
O -1.58 -3.21 0.97
O -3.61 -1.56 -4.83
O 1.59 1.43 4.64
O -1.87 0.10 -3.16
O 0.01 -4.51 -1.89
O -4.17 -3.82 -3.34
O 5.96 1.73 -0.53
O 1.79 -3.19 5.54
O -3.24 4.51 -2.73
O 0.21 -1.65 -2.91
O 3.75 -1.62 -3.13
O -3.19 1.89 1.70
O 0.87 4.51 3.96
O 4.82 -2.57 4.20
O -8.46 -1.91 0.05
O -2.59 3.76 -0.24
O 1.19 -0.77 0.55
O 4.31 0.48 -4.56
O 1.84 -2.81 -1.06
O -5.16 -5.65 -6.47
O 1.59 -4.88 8.25
O 3.33 8.46 -0.45
C 7.26 2.98 3.68
C -2.01 -1.24 6.72
C -1.04 -4.01 2.03
C -3.05 3.35 -3.44
C -5.07 -4.72 -5.47
C 7.19 2.11 2.36
C 0.89 1.60 -4.62
C 3.86 -1.56 -1.71
C 4.03 0.97 -5.88
C 0.47 -3.74 2.23
C -6.19 -1.18 -0.13
C -3.83 -5.37 -0.48
C -0.13 -2.82 -3.70
C -1.17 3.68 -0.03
C 1.14 2.13 3.45
C 3.27 -2.86 -1.14
C 0.70 2.68 -3.53
C -3.96 -4.75 -4.40
C -7.32 -1.58 0.79
C 2.54 7.42 -0.83
C 3.72 2.36 -0.03
C -3.32 1.89 3.12
C -4.12 -0.54 -3.96
C -4.18 0.62 3.64
C 5.20 0.74 -6.89
C 3.94 -1.34 2.36
C 0.81 -3.71 7.80
C -0.58 4.95 0.55
C -1.14 -0.10 6.09
C -3.35 3.66 -4.84
C 3.17 6.00 -1.12
C -0.96 0.00 -0.13
C 1.75 3.59 3.35
C -3.14 -0.44 -2.79
C -0.91 -3.87 -2.83
C 1.65 -2.72 6.88
C 4.35 -1.25 3.86
C 0.55 0.37 -0.03
C 4.89 2.51 -1.07
C -5.24 -5.85 -0.72
H -2.33 1.78 3.57
H -3.77 -2.39 -4.38
H -5.21 -3.74 -5.91
H -1.83 -3.43 -2.43
H -5.09 4.60 -4.99
H 5.17 0.83 -4.31
H -3.94 -5.75 -3.96
H -1.56 -4.07 2.98
H -2.80 -0.98 7.43
H 5.29 2.01 2.16
H 3.30 -0.54 1.99
H 3.16 0.45 -6.28
H 0.20 3.56 -3.95
H -3.81 2.84 3.31
H -3.35 -5.40 -1.46
H 2.47 5.17 -1.25
H -2.91 -2.79 6.07
H 2.56 3.29 -3.45
H -1.44 -1.29 1.21
H 2.68 9.16 -0.31
H -5.31 1.29 2.32
H 3.34 -2.24 2.22
H -0.07 -4.05 7.26
H -0.88 2.84 0.59
H -8.63 -1.17 -0.54
H -3.62 -0.30 3.45
H 3.73 6.01 -2.05
H 1.17 -2.65 3.63
H -0.79 5.14 1.61
H 1.29 -1.69 6.87
H -5.85 -5.74 0.18
H -5.20 -6.91 -0.95
H 3.56 1.28 0.02
H 5.24 3.53 -1.26
H 5.11 -0.47 3.91
H -2.99 2.86 -5.49
H 0.68 -1.03 1.32
H 2.67 -2.74 7.24
H 0.06 2.06 3.35
H 7.37 2.42 4.60
H 2.77 2.85 -0.24
H 0.85 -1.95 -2.25
H 2.09 7.84 -1.73
H 1.12 0.60 4.57
H -0.70 3.50 -1.00
H 4.84 0.84 -7.91
H 8.15 3.62 3.66
H 5.96 2.11 0.35
H -2.26 -3.80 0.63
H 2.33 -4.59 8.79
H -3.40 -6.05 0.24
H -1.21 -0.60 -3.14
H -1.03 -5.00 1.58
H -7.49 -0.74 1.47
H -2.04 3.02 -3.24
H 8.04 1.43 2.48
H -4.67 -3.53 -0.42
H -5.30 -1.13 0.50
H -3.02 -4.45 -4.86
H 3.52 -0.86 4.44
H 5.35 3.25 4.24
H 2.69 3.77 3.88
H -1.26 -4.67 -3.47
H -4.21 0.64 4.73
H 7.32 2.82 1.54
H -6.48 -0.24 -0.60
H -3.77 2.67 -2.99
H 4.91 -1.37 -1.48
H -1.14 -0.93 -0.68
H -4.72 -4.24 -2.69
H 5.52 -2.81 3.59
H 0.49 4.72 0.62
H -6.82 -5.26 -1.91
H 1.04 0.52 -1.00
H 5.58 -0.29 -6.89
H 0.57 -3.85 -1.48
H -2.81 4.36 -1.89
H -1.80 0.62 5.62
H 1.58 2.03 -5.35
H -0.96 0.99 -4.51
H 4.56 2.08 -2.02
H 5.64 -0.57 1.72
H 3.94 3.87 1.10
H -4.30 0.42 -4.44
H -3.48 0.08 -1.90
H 1.34 0.70 -4.21
H 1.88 3.78 2.29
H 2.32 -3.98 5.65
H -2.95 4.60 -5.21
H 0.46 -3.26 8.73
H -1.43 6.59 0.03
H 0.80 -3.22 -4.09
H -0.66 -2.38 -4.54
H -2.72 1.10 1.42
H 6.49 2.06 -7.51
H -1.61 0.77 -0.56
H 4.57 6.37 0.22
H 0.89 4.35 4.91
H -6.99 -2.43 1.40
H 1.62 -2.14 -0.41
H -6.82 -2.61 -1.26
H -0.65 -1.41 4.85
H -1.32 -1.78 7.37
H 3.57 -2.87 -0.09
H 0.85 -4.54 2.87
H 1.71 7.43 -0.12
H 3.85 2.04 -5.83
H 3.79 -0.73 -3.49
H -5.04 -0.94 -3.54
H -6.03 -4.85 -4.98
H 3.49 -3.86 -1.51
H 0.76 1.25 0.57
H 1.54 1.57 2.60
H -5.82 -5.29 -7.07
H 1.08 -3.74 1.33
H -0.59 0.40 6.89
H 3.32 -0.74 -1.25
H -3.09 -1.48 -2.45
H -0.02 2.26 -2.83
H -2.98 3.17 0.41
*
```


No. 2
ORCA calculation (ωB97M-V/def2-TZVPD) on 16 unconnected molecules or ions with the total composition C40H122N10O16 at a distorted geometry.

For the max |F|, the calculation gives 3.7 eV/Å. For the LUMO energy, the calculation gives 0.658 eV. As for the energy above the lowest of the compared OMol25 structures with the same formula, charge and spin: 372.2 kJ/mol.

Structure (ORCA input):
```
! wB97M-V def2-TZVPD RIJCOSX def2/J DEFGRID3
* xyz 0 1
O 2.73 4.32 -2.62
O 2.61 0.86 0.36
O -3.98 1.31 -2.75
O 4.67 -0.48 -4.38
O -0.28 4.60 -1.83
O -1.57 -4.31 2.73
O -3.46 -1.98 0.18
O -1.48 -1.05 5.30
O 3.58 -1.01 2.40
O 2.72 -3.54 1.59
O -1.71 5.71 0.57
O 0.19 -0.46 1.17
O 4.12 -3.27 6.29
O -0.07 2.50 -6.11
O 1.72 2.73 2.37
O -0.95 -7.94 -0.74
N -3.45 0.36 -6.31
N 0.04 -0.26 -5.94
N 3.78 7.83 -2.62
N 1.54 1.44 -3.15
N -0.94 1.97 -1.33
N 1.31 0.42 4.14
N 0.87 -3.96 4.81
N -2.24 1.16 7.01
N -5.22 0.11 0.11
N 0.61 -5.31 1.23
C -1.53 2.11 0.98
C -3.55 2.17 5.14
C 3.58 0.44 -4.34
C 1.38 -2.44 6.55
C 2.09 1.79 6.01
C -4.81 -0.51 1.39
C 1.73 -6.70 -0.60
C 0.41 -6.04 0.03
C 4.94 -2.46 5.41
C -5.18 2.10 -2.79
C 2.38 -0.93 -2.73
C -5.91 -0.37 2.48
C 1.01 1.91 -6.74
C 2.80 6.74 -2.58
C -0.21 -1.66 1.77
C 3.48 5.46 -2.90
C -1.95 0.21 4.78
C 5.57 -0.38 -5.47
C 2.73 0.55 -2.99
C -0.60 1.49 -0.04
C -3.36 1.28 -4.01
C 1.41 1.79 4.67
C -0.56 -0.05 0.04
C 3.10 3.74 -1.39
C 2.23 2.60 3.69
C 1.96 -3.10 5.37
C 3.18 -4.02 5.69
C -0.02 0.32 -8.33
C 1.88 7.19 -3.72
C -2.91 0.89 5.77
C -0.69 -7.05 0.34
C 0.09 3.82 -5.62
C 1.10 4.00 2.14
C -2.41 -2.05 5.44
C -3.56 -1.22 -4.43
C 0.71 0.47 -7.03
C -4.49 -2.00 1.08
C -3.95 0.13 -4.94
C -1.16 -9.32 -0.38
C -3.05 -3.24 -0.29
H -3.97 -3.80 -0.68
H -4.52 0.11 -0.59
H -4.26 -2.62 1.88
H 2.18 -7.48 0.04
H 3.55 -4.44 4.76
H -5.56 -0.61 3.51
H 1.12 -3.24 7.25
H 1.16 6.37 -4.03
H -0.29 -2.45 1.01
H -2.30 -3.04 -1.07
H 0.47 -1.91 6.27
H -0.30 1.52 -1.92
H 3.63 -3.82 1.53
H 1.89 1.97 -6.02
H -4.20 2.63 5.89
H 2.43 7.64 -4.54
H 1.77 2.35 -3.52
H 3.30 2.21 3.60
H -0.16 -0.44 -0.88
H 1.05 -5.88 1.93
H 0.74 3.94 1.03
H -6.70 -1.09 2.34
H 1.85 4.87 2.37
H -1.86 1.68 -1.67
H 2.42 -5.90 -0.67
H 0.42 2.16 4.72
H -0.50 3.62 -1.68
H 1.83 0.39 0.69
H 1.69 0.01 -7.16
H 0.62 4.57 -2.14
H -5.08 2.98 -2.14
H -6.36 0.60 2.46
H -0.45 -7.46 1.30
H -0.37 -9.77 0.23
H -2.52 0.02 3.82
H 2.90 -4.78 6.42
H -5.07 0.19 -4.98
H 1.24 -4.74 4.31
H -1.66 -6.59 0.60
H -1.28 3.15 1.20
H -0.96 0.04 -5.93
H 0.03 -0.73 -8.69
H 1.24 8.05 -3.47
H 0.83 -0.26 4.73
H -1.06 0.54 -8.14
H -2.49 -1.34 -4.67
H 0.92 4.37 -6.08
H -3.86 -1.34 -3.37
H -4.03 -2.01 -5.08
H 2.29 3.64 4.09
H -1.59 1.39 1.84
H -4.01 -0.08 -7.01
H -1.09 -1.57 2.40
H 1.23 2.32 -7.73
H 2.14 6.58 -1.65
H 0.21 -4.32 5.50
H 2.69 -2.76 2.12
H 3.26 -1.59 -2.77
H -5.78 0.93 0.18
H 3.39 8.73 -2.55
H 0.00 -1.23 -6.24
H 0.65 -2.01 2.33
H 6.02 -1.39 -5.62
H -0.10 -5.37 -0.71
H 3.98 3.19 -1.63
H -0.92 -3.80 3.28
H 3.28 0.95 -2.18
H 2.26 3.12 -1.20
H 0.31 0.98 -9.15
H 0.71 0.34 3.31
H -1.24 -9.93 -1.24
H 0.21 4.14 2.78
H -2.91 1.19 7.73
H 6.34 0.39 -5.30
H 4.41 7.69 -1.89
H -5.36 -2.49 0.60
H 3.66 5.46 -4.02
H 1.46 -7.16 -1.60
H 4.35 -1.81 4.69
H -2.31 0.99 -3.86
H -5.41 2.44 -3.81
H 1.78 -1.22 -3.59
H 3.18 1.60 5.97
H 1.06 -4.41 1.13
H -1.61 -0.33 0.12
H 0.26 3.80 -4.52
H -3.46 2.26 -4.51
H 1.87 -1.11 -1.83
H -4.19 1.93 4.26
H -6.03 1.52 -2.44
H 2.65 1.67 0.91
H 5.51 -3.09 4.77
H -2.64 -3.94 0.41
H -3.61 1.36 -6.59
H -0.75 4.45 -5.68
H 1.53 1.17 6.69
H 3.98 1.39 -4.66
H -1.83 -2.96 5.56
H -3.80 0.22 5.88
H 1.05 0.95 -3.90
H -2.16 -9.38 0.06
H -2.81 2.80 4.80
H -0.86 -4.90 2.31
H -1.11 0.87 4.66
H 3.49 -0.58 1.56
H -2.49 5.45 0.11
H 2.84 0.12 -5.11
H -3.80 -0.19 1.78
H -1.50 0.51 7.21
H 3.17 4.48 -0.52
H 5.64 -1.91 6.07
H 4.49 5.46 -2.44
H -2.53 2.19 0.44
H 2.13 2.81 6.45
H -3.02 -2.16 4.50
H 3.08 -0.53 3.08
H 2.32 -2.41 4.61
H -3.07 -1.77 6.33
H 5.04 -0.24 -6.37
H 0.43 1.83 0.18
H -0.98 5.43 -0.02
H 2.17 -1.72 6.94
*
```


No. 3
ORCA calculation (ωB97M-V/def2-TZVPD) on a molecular structure, C40H16Cl7F15GeInN9PS.

For the max |F|, the calculation gives 0.8 eV/Å. For the LUMO energy, the calculation gives 1.943 eV. As for the energy above the lowest of the compared OMol25 structures with the same formula, charge and spin: 0.0 kJ/mol.

Structure (ORCA input):
```
! wB97M-V def2-TZVPD RIJCOSX def2/J DEFGRID3
* xyz -1 1
In -0.68 -0.56 -0.27
Ge 2.96 -2.00 0.81
Cl -4.75 -4.69 -0.58
Cl -4.86 -0.90 -4.40
Cl -2.12 -3.49 0.54
Cl 0.84 -0.06 -2.87
Cl -0.26 -2.71 -3.64
Cl -2.29 0.35 -3.25
Cl -6.15 -3.38 -3.02
S 1.03 -2.43 -0.04
P -3.03 1.87 -0.18
F 4.47 0.33 2.59
F 2.98 -4.40 -1.45
F 3.75 -4.42 2.84
F 2.27 -2.53 6.85
F 4.80 1.35 -2.73
F 3.56 -0.88 -1.88
F 5.70 2.53 1.74
F 5.80 -2.39 1.77
F 4.92 -6.11 -2.07
F 7.76 -4.11 1.11
F 1.52 -0.27 5.54
F 5.88 3.07 -0.91
F 3.38 -4.59 5.48
F 1.88 -0.10 2.88
F 7.32 -5.99 -0.81
N -1.31 -0.20 1.80
N 0.50 1.22 0.08
N 1.35 3.03 0.96
N -0.39 2.00 2.19
N 1.47 1.70 -0.74
N -2.33 -0.42 3.66
N -2.13 -0.99 2.53
N 1.95 2.76 -0.21
N -1.68 0.76 3.73
C 3.02 -3.48 4.83
C 5.13 -5.19 -1.12
C 3.92 -0.33 0.38
C -2.87 4.71 -0.08
C -3.70 2.11 1.52
C -2.91 -2.70 -0.77
C 2.25 -1.22 3.50
C 0.46 2.07 1.11
C -4.14 -1.57 -2.99
C -1.23 3.57 -1.41
C -2.28 5.92 -0.39
C -2.99 -1.01 -2.43
C -0.63 4.78 -1.72
C 4.71 1.10 -1.42
C 3.20 -3.36 3.47
C -2.37 -1.53 -1.30
C -5.52 0.83 -0.76
C 6.57 -4.17 0.49
C -7.09 1.66 -2.39
C 4.31 -3.32 0.19
C -6.75 0.74 -1.41
C -4.96 2.75 -2.08
C -4.70 -2.69 -2.39
C -6.19 2.66 -2.73
C -2.35 3.51 -0.58
C 2.45 -2.44 5.54
C 2.06 -1.29 4.87
C 4.50 0.55 1.27
C -4.62 1.85 -1.08
C 2.84 -2.23 2.77
C 0.62 -1.27 -4.15
C 5.25 1.97 -0.50
C 4.13 -4.29 -0.78
C -1.08 0.86 2.57
C 6.35 -5.13 -0.49
C 4.06 -0.03 -0.96
C -1.16 5.96 -1.21
C -4.08 -3.27 -1.29
C 5.16 1.70 0.85
C 5.55 -3.29 0.80
H -0.18 2.64 2.93
H 0.06 -0.80 -4.96
H -3.98 1.14 1.93
H -4.57 2.77 1.52
H -2.69 6.84 0.01
H 0.25 4.80 -2.34
H -2.92 2.53 2.16
H -0.69 6.91 -1.44
H 1.61 -1.57 -4.47
H -3.74 4.69 0.57
H -5.26 0.10 0.00
H -4.27 3.54 -2.36
H -0.80 2.65 -1.80
H -7.43 -0.06 -1.15
H -8.04 1.58 -2.90
H -6.44 3.38 -3.50
*
```